Record 1
C43H32Cl5N4O3PRuS as an isolated structure at a distorted geometry, computed with ωB97M-V/def2-TZVPD.

Molar mass, g mol⁻¹: 994.13
HOMO energy (spin up / spin down), eV: -9.25 / -10.35
LUMO level (spin up / spin down), eV: -3.3 / -4.9
Frontier orbital gap (spin up / spin down), eV: 6.0 / 5.4
Multiplicity: 6
Total energy, hartree: -5237.57909
Charge: +1

Structure (XYZ):
```
90
C43H32Cl5N4O3PRuS (ωB97M-V/def2-TZVPD)
Ru -0.5831 -0.8330 -0.7636
N 6.9500 6.2548 0.2024
C 6.1048 5.4765 0.1776
C 5.0462 4.5130 0.1596
C 4.8011 3.7553 -0.9840
C 3.7757 2.8272 -0.9870
C 2.9770 2.6449 0.1418
C 3.2394 3.3985 1.2867
C 4.2646 4.3264 1.2992
C 1.8902 1.6366 0.1166
C 2.2526 0.2835 0.0104
C 3.5717 -0.2324 0.1368
C 3.4676 -1.6111 0.2388
C 2.1098 -1.9076 0.1682
N 1.3680 -0.7775 0.0196
C 0.5502 2.0381 0.3176
C 0.1090 3.3791 0.7236
C -1.2142 3.3414 0.8878
C -1.7070 1.9828 0.4917
N -0.4974 1.2363 0.2067
H 5.4105 3.9017 -1.8656
H 3.5762 2.2372 -1.8721
H 2.6510 3.2353 2.1811
H 4.4712 4.9089 2.1869
H 4.4674 0.3656 0.1792
H 4.2668 -2.3228 0.3677
H 1.6499 -2.8784 0.2534
H 0.7633 4.2230 0.8685
H -1.8523 4.1550 1.1967
H -2.2660 2.0875 -0.4434
O -1.9265 -1.8010 -3.0712
N -2.0702 -1.7855 -1.7065
C -3.1181 -2.4223 -1.3492
C -3.6059 -2.6820 -0.0079
C -4.7795 -3.4464 0.0491
C -5.3634 -3.7868 1.2521
C -4.7903 -3.3568 2.4405
C -3.6338 -2.5968 2.4060
C -3.0238 -2.2600 1.2005
P -1.4958 -1.2764 1.3056
C -1.9778 0.1616 2.2680
C -1.7953 0.2618 3.6210
C -2.3223 1.3342 4.3516
C -3.1454 2.2900 3.7110
C -3.3699 2.2303 2.3790
C -2.6899 1.2369 1.4937
C -0.3661 -2.2403 2.3400
C -0.4568 -3.6270 2.4244
C 0.5001 -4.3392 3.1327
C 1.5488 -3.6733 3.7484
C 1.6485 -2.2902 3.6581
C 0.7011 -1.5747 2.9493
H -1.0707 -1.3393 -3.2181
H -3.7113 -2.8307 -2.1622
H -5.2285 -3.7756 -0.8801
H -6.2634 -4.3861 1.2622
H -5.2445 -3.6160 3.3874
H -3.1868 -2.2567 3.3326
H -1.2616 -0.5189 4.1488
H -2.1498 1.3967 5.4167
H -3.6155 3.0630 4.3050
H -4.0286 2.9436 1.8976
H -3.4418 0.7606 0.8471
H -1.2722 -4.1500 1.9395
H 0.4274 -5.4162 3.2045
H 2.2948 -4.2317 4.2984
H 2.4759 -1.7730 4.1251
H 0.7853 -0.4987 2.8559
Cl 5.1032 -3.2441 -4.8599
C 3.7395 -2.4443 -4.1978
C 2.7857 -3.1614 -3.4784
Cl 2.9657 -4.8532 -3.2598
C 1.6897 -2.5050 -2.9378
Cl 0.5053 -3.3795 -2.0363
C 1.4805 -1.1211 -3.1028
O 0.4381 -0.4833 -2.6285
C 2.4627 -0.4268 -3.8387
Cl 2.2309 1.2642 -4.0494
C 3.5711 -1.0686 -4.3714
Cl 4.7425 -0.1725 -5.2451
C -2.8144 1.3758 -4.5915
S -1.5205 1.6154 -3.3404
C -1.8978 3.3519 -2.9805
O -2.0201 0.8729 -2.1254
H -3.7468 1.8229 -4.2524
H -2.9408 0.3033 -4.7226
H -2.4818 1.8295 -5.5251
H -1.6492 3.9614 -3.8489
H -1.2801 3.6465 -2.1326
H -2.9544 3.4429 -2.7343
```



Record 2
A 6-piece molecular cluster, C43H32F5N2O15 overall at a distorted geometry, computed with ωB97M-V/def2-TZVPD.

Molar mass, g mol⁻¹: 911.72
HOMO energy, eV: -11.49
LUMO level, eV: -6.3
Frontier orbital gap, eV: 5.2
Multiplicity: 1
Total energy, hartree: -3394.62691
Charge: +1

Structure (XYZ):
```
97
C43H32F5N2O15 (ωB97M-V/def2-TZVPD)
C 1.1598 -2.3703 -2.4621
C 0.5786 -1.4526 -3.6391
O -0.4555 -0.6281 -3.0366
C -1.0975 0.1226 -4.0877
C -2.6315 0.2972 -3.7179
C -3.5791 -0.6652 -4.2926
C -5.0349 -0.5679 -3.9459
C -6.0877 -1.5561 -4.5446
O -7.1558 -1.2391 -4.9851
O -5.7070 -2.9080 -4.5410
C -6.5130 -3.6627 -3.6029
C -5.4042 0.5630 -3.0099
C -4.3656 1.4832 -2.5005
C -4.8570 2.6420 -1.5705
F -6.1650 2.3694 -1.1747
F -4.9588 3.8119 -2.3148
F -4.1490 2.8044 -0.4166
N -3.0038 1.3612 -2.8597
N -1.9777 2.1781 -2.4293
C -1.4193 1.9076 -1.1329
O -0.3588 2.3614 -0.8505
F -2.0134 1.0963 -0.1796
C -2.0528 3.5668 -2.8114
O -2.0423 4.4111 -1.9728
F -2.1852 3.9917 -4.1127
H 0.5320 -2.2232 -1.5301
H 2.2433 -2.0921 -2.2746
H 1.0940 -3.4681 -2.7445
H 1.3877 -0.8336 -4.1182
H 0.1466 -2.1594 -4.4198
H -0.5698 1.1134 -4.1820
H -1.0473 -0.4327 -5.0644
H -3.2131 -1.4653 -4.9927
H -7.5275 -3.9072 -4.0458
H -6.0462 -4.6550 -3.3348
H -6.6992 -3.1207 -2.6275
H -6.4903 0.6579 -2.7677
C 2.1709 3.1420 1.3727
C 2.4327 2.9457 0.0826
C 3.8126 2.6918 -0.3905
O 4.0503 2.5147 -1.5693
C 4.8874 2.6630 0.6252
C 4.6252 2.8603 1.9165
C 3.2470 3.1140 2.3893
O 3.0055 3.2927 3.5706
H 1.1674 3.3301 1.7363
H 1.6610 2.9641 -0.6704
H 5.8896 2.4755 0.2616
H 5.3995 2.8443 2.6725
C -4.4758 -4.1077 1.1034
C -3.3982 -4.4761 0.4112
C -2.3099 -3.5171 0.1178
O -1.3273 -3.8502 -0.5151
C -2.4630 -2.1346 0.6238
C -3.5397 -1.7654 1.3159
C -4.6294 -2.7246 1.6097
O -5.6094 -2.3894 2.2410
H -5.2820 -4.7952 1.3269
H -3.2693 -5.4832 0.0344
H -1.6562 -1.4473 0.4000
H -3.6679 -0.7580 1.6929
C 4.0442 -2.1497 4.1866
C 2.9711 -2.9243 4.3381
C 1.6077 -2.4070 4.0814
O 0.6277 -3.1129 4.2201
C 1.4829 -0.9967 3.6496
C 2.5555 -0.2221 3.4986
C 3.9190 -0.7394 3.7543
O 4.8965 -0.0334 3.6142
H 5.0483 -2.5111 4.3702
H 3.0447 -3.9581 4.6530
H 0.4785 -0.6353 3.4663
H 2.4817 0.8102 3.1851
C 3.8918 8.2613 2.6446
C 3.2397 9.0078 3.5348
C 2.1328 8.4471 4.3435
O 1.5367 9.1268 5.1532
C 1.7810 7.0256 4.1253
C 2.4338 6.2806 3.2350
C 3.5385 6.8407 2.4279
O 4.1346 6.1571 1.6162
H 4.7027 8.6540 2.0441
H 3.4849 10.0483 3.7070
H 0.9703 6.6317 4.7253
H 2.1904 5.2418 3.0625
C 2.8677 -5.0451 1.4160
C 2.0803 -4.9245 0.3500
C 2.4652 -5.5000 -0.9566
O 1.7440 -5.3861 -1.9275
C 3.7579 -6.2164 -1.0346
C 4.5468 -6.3372 0.0325
C 4.1611 -5.7607 1.3409
O 4.8769 -5.8708 2.3153
H 2.6020 -4.6303 2.3785
H 1.1301 -4.4048 0.3880
H 4.0223 -6.6317 -1.9989
H 5.4959 -6.8568 -0.0059
```



Record 3
C43H34AgN5OS3 as an isolated structure, computed with ωB97M-V/def2-TZVPD.

Molar mass, g mol⁻¹: 840.85
HOMO energy, eV: -0.20
LUMO level, eV: 3.3
Frontier orbital gap, eV: 3.5
Multiplicity: 1
Total energy, hartree: -3349.65919
Charge: -2

Structure (XYZ):
```
87
C43H34AgN5OS3 (ωB97M-V/def2-TZVPD)
Ag 1.0745 3.0050 -1.4863
S -0.7218 1.0634 -1.1450
C -0.9652 0.3958 -2.7555
C -2.1815 -0.2272 -3.0397
C -2.4772 -0.7929 -4.2733
C -1.5258 -0.7308 -5.2844
C -0.3108 -0.1093 -5.0264
C 0.0170 0.4551 -3.7902
S 1.6054 1.1810 -3.5839
H -2.9176 -0.2604 -2.2427
H -3.4391 -1.2680 -4.4413
H -1.7265 -1.1557 -6.2635
H 0.4400 -0.0483 -5.8076
C -5.3654 1.6880 2.7963
C -3.8691 1.3516 2.8572
C -3.5554 0.6912 4.2071
C -3.5533 0.3496 1.7457
C -3.0529 2.6355 2.7135
C -3.1795 3.6595 3.6736
C -2.4677 4.8409 3.5902
C -1.5903 5.0173 2.5221
S -0.5356 6.3376 2.1165
C 0.0218 5.4055 0.6800
N -0.5500 4.2677 0.5607
C -1.4572 4.0098 1.5639
C -2.1897 2.8248 1.6501
C 1.0552 5.9320 -0.2346
C 1.4369 7.2684 -0.0588
C 2.4046 7.8363 -0.8652
C 2.9841 7.0446 -1.8539
C 2.5894 5.7246 -2.0101
C 1.6130 5.0819 -1.2209
H -5.9626 0.7779 2.9052
H -5.6118 2.1476 1.8376
H -5.6568 2.3827 3.5872
H -4.1249 -0.2359 4.3183
H -3.8045 1.3445 5.0459
H -2.4931 0.4474 4.2743
H -4.1558 -0.5514 1.8910
H -2.5009 0.0607 1.7316
H -3.7762 0.7546 0.7574
H -3.8569 3.5249 4.5098
H -2.5861 5.6093 4.3452
H -2.0466 2.0940 0.8611
H 0.9725 7.8823 0.7074
H 2.6978 8.8716 -0.7302
H 3.7477 7.4635 -2.5034
H 3.0665 5.1478 -2.7979
C -0.6324 -10.0494 0.1765
O 0.4386 -9.5320 -0.5796
C 0.7115 -8.1945 -0.4390
C 1.7515 -7.7022 -1.2207
C 2.0971 -6.3676 -1.1460
C 1.4137 -5.4963 -0.2950
C 0.3766 -6.0030 0.4800
C 0.0228 -7.3434 0.4149
C 1.7448 -4.0704 -0.1859
N 1.2551 -3.2671 0.7218
C 1.8119 -2.0327 0.4446
C 2.6515 -2.1142 -0.6313
N 2.6135 -3.4331 -1.0349
C 3.3851 -1.0042 -1.1553
C 4.2537 -1.0693 -2.2458
C 4.8738 0.0808 -2.6648
C 4.6189 1.2648 -1.9638
N 3.8242 1.3436 -0.9190
C 3.1876 0.2372 -0.5215
C 2.2310 0.3611 0.5894
N 1.9878 1.5959 1.0512
C 1.0906 1.7326 2.0046
C 0.3943 0.6619 2.5817
C 0.6352 -0.6053 2.1111
C 1.5650 -0.7715 1.0823
H -0.6998 -11.1049 -0.0773
H -1.5752 -9.5554 -0.0766
H -0.4509 -9.9471 1.2509
H 2.2767 -8.3802 -1.8804
H 2.9177 -6.0127 -1.7569
H -0.1550 -5.3249 1.1325
H -0.7925 -7.7016 1.0268
H 3.0243 -3.8095 -1.8681
H 4.4021 -2.0040 -2.7752
H 5.5147 0.0913 -3.5360
H 5.0718 2.1965 -2.2885
H 0.8831 2.7481 2.3228
H -0.3394 0.8571 3.3540
H 0.1005 -1.4709 2.4820
```